Version 1
The following is a quantum chemistry calculation of 2 unconnected molecules or ions with the total composition C4H14N2Si, from the Open Molecules 2025 dataset.

frontier orbital gap	8.447	eV
LUMO energy	0.36	eV

Last column: Löwdin charge in e.
Atoms and positions in Å:
1 C -1.312 1.800 -0.030  -0.171
2 C -2.231 -0.257 0.400  -0.162
3 C 1.143 -1.050 1.556  -0.222
4 C 0.880 -1.668 -1.555  -0.189
5 N 2.110 1.788 -0.996  -0.072
6 N -0.958 0.422 0.241  -0.372
7 Si 0.526 -0.406 -0.105  0.788
8 H -0.383 2.498 -0.013  0.089
9 H -1.707 1.949 -1.017  0.065
10 H -2.054 2.145 0.752  0.096
11 H -2.714 0.086 1.359  0.091
12 H -2.896 0.082 -0.473  0.105
13 H -2.105 -1.338 0.531  0.073
14 H 2.038 -0.623 2.112  0.046
15 H 0.422 -0.876 2.373  0.019
16 H 1.393 -2.127 1.739  0.031
17 H 0.072 -2.260 -1.774  -0.030
18 H 1.177 -1.148 -2.488  0.031
19 H 1.745 -2.353 -1.378  0.042
20 H 2.104 2.276 -0.108  -0.103
21 H 2.750 1.060 -1.126  -0.153

Version 2
The following is a quantum chemistry calculation of 2 unconnected molecules or ions with the total composition C4H14N2Si, from the Open Molecules 2025 dataset.

frontier orbital gap	9.481	eV
LUMO energy	0.75	eV

Last column: Löwdin charge in e.
Atoms and positions in Å:
1 C -1.386 0.715 0.697  -0.122
2 C 0.422 1.664 -0.790  -0.110
3 C -1.087 -0.166 -1.628  -0.130
4 C -0.335 0.374 -0.334  -0.652
5 N 0.474 -2.193 1.312  -0.094
6 N 2.304 -0.222 0.925  -0.056
7 Si 0.927 -0.978 0.206  0.429
8 H -2.079 -0.077 0.953  0.075
9 H -0.903 1.111 1.607  0.089
10 H -2.008 1.489 0.288  0.067
11 H -0.377 2.354 -1.270  0.116
12 H 1.066 1.288 -1.519  0.039
13 H 0.894 2.253 0.010  0.071
14 H -1.989 0.342 -1.692  0.047
15 H -0.567 -0.104 -2.546  0.052
16 H -1.334 -1.165 -1.332  0.048
17 H 1.194 -2.877 1.634  0.051
18 H -0.360 -2.747 1.098  0.031
19 H 2.252 0.833 0.860  0.052
20 H 3.134 -0.681 1.014  -0.024
21 H 1.118 -1.632 -1.621  0.020

Name the least stable of them. version 1.

Version 1
The following is a quantum chemistry calculation of a molecular structure, C3H8IN, from the Open Molecules 2025 dataset.

frontier orbital gap	9.398	eV
LUMO energy	0.47	eV

Last column: Löwdin charge in e.
Atoms and positions in Å:
1 C 0.978 0.786 -0.678  -0.115
2 C -1.007 1.198 0.791  -0.073
3 C 0.357 0.669 0.659  -0.651
4 N 0.932 0.426 1.767  -0.480
5 I 2.856 0.008 1.832  0.795
6 H 0.418 1.327 -1.420  0.068
7 H 1.977 1.206 -0.499  0.021
8 H 1.151 -0.205 -1.198  0.108
9 H -1.574 0.884 -0.204  0.119
10 H -1.044 2.371 0.772  0.130
11 H -1.440 0.772 1.617  0.031
12 H -0.315 -2.422 1.334  0.023
13 H -1.036 -2.285 1.074  0.025

Version 2
The following is a quantum chemistry calculation of a molecular structure, C3H8IN, from the Open Molecules 2025 dataset.

frontier orbital gap	9.434	eV
LUMO energy	0.22	eV

Last column: Löwdin charge in e.
Atoms and positions in Å:
1 C 0.801 0.824 -1.131  -0.118
2 C 0.718 -1.057 0.626  -0.047
3 C 0.011 -0.108 -0.362  -0.582
4 N -1.244 -0.232 -0.252  -0.418
5 I -2.399 0.964 -1.512  0.704
6 H 0.749 0.769 -2.151  0.045
7 H 0.451 1.812 -1.062  0.047
8 H 1.887 0.870 -1.022  0.097
9 H 0.151 -1.216 1.597  0.070
10 H 1.590 -0.462 0.916  0.069
11 H 0.970 -2.035 0.202  0.082
12 H -1.708 -0.167 1.729  -0.002
13 H -1.977 0.037 2.424  0.053

Name the least stable of them. version 2.

Version 1
The following is a quantum chemistry calculation of a molecular structure, C45H40AsIN5PS5SiV, from the Open Molecules 2025 dataset.

frontier orbital gap (alpha / beta)	3.926 / 4.142	eV
spin multiplicity	4
LUMO energy (alpha / beta)	3.50 / 3.50	eV
expectation value of S²	3.764
charge	-2

Last column: Löwdin charge in e.
Atoms and positions in Å:
1 V -0.985 -0.602 -1.024  0.366
2 I 1.151 -1.010 3.619  1.030
3 C 1.907 0.801 4.343  -0.633
4 C 3.154 0.694 4.899  -0.194
5 C 3.729 1.750 5.629  -0.093
6 C 2.996 2.871 5.854  -0.056
7 C 1.707 3.021 5.286  -0.172
8 C 0.964 4.182 5.604  -0.050
9 C -0.275 4.373 5.078  -0.069
10 C -0.758 3.463 4.124  -0.099
11 C -0.070 2.339 3.736  -0.284
12 P -0.714 1.552 2.148  1.078
13 C -0.837 3.077 1.136  -0.381
14 C 0.169 4.046 1.174  -0.102
15 C 0.166 5.102 0.276  -0.097
16 C -0.836 5.202 -0.680  -0.092
17 C -1.831 4.239 -0.734  -0.071
18 C -1.828 3.177 0.161  -0.109
19 C -2.445 1.246 2.702  -0.361
20 C -2.733 -0.016 3.217  -0.120
21 C -3.997 -0.316 3.704  -0.089
22 C -5.004 0.636 3.655  -0.101
23 C -4.738 1.885 3.115  -0.084
24 C -3.469 2.189 2.646  -0.105
25 C 1.158 2.023 4.419  -0.188
26 H 3.691 -0.241 4.809  0.076
27 H 4.722 1.635 6.046  0.099
28 H 3.378 3.675 6.472  0.104
29 H 1.405 4.904 6.282  0.105
30 H -0.863 5.246 5.334  0.102
31 H -1.689 3.698 3.625  0.093
32 H 0.969 3.974 1.902  0.101
33 H 0.966 5.833 0.307  0.093
34 H -0.816 6.003 -1.408  0.096
35 H -2.588 4.262 -1.507  0.107
36 H -2.590 2.413 0.071  0.089
37 H -1.972 -0.784 3.215  0.050
38 H -4.200 -1.309 4.084  0.104
39 H -6.000 0.394 4.004  0.095
40 H -5.527 2.623 3.036  0.097
41 H -3.286 3.163 2.209  0.093
42 C 1.297 3.749 -4.145  -0.158
43 C 1.689 3.046 -3.005  -0.120
44 C 0.824 2.182 -2.369  -0.061
45 C -0.485 1.940 -2.850  -0.315
46 C -0.878 2.680 -3.991  -0.056
47 C 0.000 3.552 -4.612  -0.142
48 N -1.298 1.073 -2.187  -0.142
49 N -2.649 1.239 -2.543  0.016
50 C -3.467 0.612 -1.747  -0.438
51 C -4.893 0.759 -1.942  -0.055
52 C -5.766 0.186 -1.083  -0.131
53 C -5.287 -0.596 0.006  -0.124
54 C -3.936 -0.748 0.120  -0.199
55 N -3.021 -0.167 -0.682  -0.060
56 H 1.973 4.436 -4.640  0.069
57 H 2.678 3.199 -2.584  0.092
58 H 1.121 1.719 -1.438  0.077
59 H -1.882 2.544 -4.365  0.078
60 H -0.339 4.095 -5.491  0.081
61 H -5.215 1.345 -2.793  0.089
62 H -6.834 0.309 -1.236  0.082
63 H -5.954 -1.114 0.680  0.079
64 H -3.528 -1.399 0.886  0.081
65 S -3.321 -4.737 -0.318  -0.145
66 As -1.573 -4.102 -1.239  -0.332
67 S -0.637 -2.590 0.626  0.452
68 S -1.794 -2.432 -2.592  0.126
69 S -0.042 -5.430 -1.703  -0.105
70 N 0.810 -1.587 -4.024  0.098
71 C 1.603 -1.081 -3.071  -0.654
72 N 1.233 -0.767 -1.861  0.050
73 C 2.320 -0.262 -1.151  -0.343
74 C 2.272 0.205 0.156  -0.062
75 C 3.408 0.748 0.729  -0.080
76 C 4.604 0.835 0.017  -0.116
77 C 4.671 0.374 -1.288  -0.110
78 C 3.527 -0.169 -1.853  -0.487
79 S 3.293 -0.772 -3.464  1.060
80 H -0.046 -2.047 -3.685  -0.067
81 H 1.249 -1.972 -4.840  0.087
82 H 1.339 0.144 0.701  0.028
83 H 3.364 1.114 1.749  0.088
84 H 5.483 1.263 0.483  0.093
85 H 5.591 0.442 -1.856  0.100
86 C 5.050 -2.961 1.107  -0.178
87 Si 3.803 -4.012 0.177  0.410
88 C 3.802 -5.754 0.871  -0.188
89 C 4.226 -4.073 -1.646  -0.177
90 C 2.149 -3.303 0.370  -0.165
91 C 0.988 -2.969 0.487  -0.721
92 H 6.047 -3.411 1.084  0.021
93 H 4.747 -2.848 2.151  0.024
94 H 5.106 -1.962 0.669  0.009
95 H 4.775 -6.238 0.747  0.019
96 H 3.045 -6.348 0.355  0.028
97 H 3.551 -5.746 1.934  0.025
98 H 5.112 -4.685 -1.841  0.023
99 H 4.403 -3.069 -2.038  -0.007
100 H 3.378 -4.501 -2.186  0.028

Version 2
The following is a quantum chemistry calculation of a molecular structure, C45H40AsIN5PS5SiV, from the Open Molecules 2025 dataset.

frontier orbital gap (alpha / beta)	5.722 / 5.462	eV
spin multiplicity	4
LUMO energy (alpha / beta)	3.86 / 3.58	eV
expectation value of S²	3.935
charge	-2

Last column: Löwdin charge in e.
Atoms and positions in Å:
1 V 0.576 -0.523 -0.035  0.411
2 I 1.599 2.174 -3.035  1.070
3 C -0.296 2.672 -3.761  -0.616
4 C -0.441 2.460 -5.104  -0.195
5 C -1.577 2.932 -5.791  -0.100
6 C -2.492 3.675 -5.115  -0.063
7 C -2.363 3.904 -3.721  -0.179
8 C -3.317 4.723 -3.079  -0.065
9 C -3.229 4.935 -1.736  -0.081
10 C -2.255 4.247 -0.995  -0.147
11 C -1.321 3.390 -1.530  -0.202
12 P -0.527 2.184 0.146  1.038
13 C 0.131 3.851 0.666  -0.358
14 C 1.089 4.478 -0.129  -0.130
15 C 1.637 5.696 0.230  -0.086
16 C 1.204 6.349 1.378  -0.105
17 C 0.226 5.759 2.158  -0.084
18 C -0.293 4.518 1.803  -0.092
19 C -2.285 1.785 0.562  -0.321
20 C -2.571 1.448 1.881  -0.261
21 C -3.803 0.880 2.202  -0.092
22 C -4.743 0.632 1.220  -0.102
23 C -4.462 0.968 -0.100  -0.090
24 C -3.251 1.548 -0.419  -0.112
25 C -1.299 3.313 -2.963  -0.209
26 H 0.340 1.951 -5.650  0.075
27 H -1.686 2.735 -6.850  0.094
28 H -3.346 4.106 -5.625  0.100
29 H -4.102 5.174 -3.676  0.098
30 H -3.940 5.578 -1.228  0.096
31 H -2.306 4.353 0.086  0.090
32 H 1.411 4.007 -1.046  -0.010
33 H 2.398 6.143 -0.399  0.096
34 H 1.622 7.310 1.655  0.089
35 H -0.137 6.254 3.049  0.090
36 H -1.059 4.079 2.422  0.056
37 H -1.507 0.604 3.462  0.102
38 H -3.993 0.544 3.213  0.085
39 H -5.660 0.115 1.469  0.098
40 H -5.167 0.725 -0.884  0.100
41 H -3.035 1.778 -1.454  0.097
42 C -1.681 -1.801 -4.830  -0.114
43 C -1.960 -0.809 -3.900  -0.082
44 C -1.031 -0.489 -2.924  -0.083
45 C 0.182 -1.171 -2.848  -0.328
46 C 0.466 -2.161 -3.789  -0.032
47 C -0.462 -2.468 -4.770  -0.106
48 N 1.068 -0.852 -1.810  -0.257
49 N 2.390 -1.056 -2.151  0.019
50 C 3.134 -1.012 -1.079  -0.391
51 C 4.565 -1.136 -1.153  -0.039
52 C 5.297 -1.208 -0.018  -0.118
53 C 4.640 -1.150 1.248  -0.108
54 C 3.291 -0.968 1.265  -0.164
55 N 2.527 -0.833 0.151  -0.038
56 H -2.409 -2.057 -5.589  0.086
57 H -2.903 -0.279 -3.929  0.104
58 H -1.235 0.307 -2.215  0.069
59 H 1.415 -2.675 -3.727  0.097
60 H -0.237 -3.247 -5.490  0.088
61 H 5.009 -1.188 -2.137  0.097
62 H 6.374 -1.315 -0.067  0.087
63 H 5.183 -1.248 2.177  0.084
64 H 2.755 -0.915 2.206  0.101
65 S -5.206 -2.933 -0.187  -0.212
66 As -3.555 -2.998 1.107  -0.069
67 S -0.209 -2.728 0.236  0.094
68 S -1.939 -1.558 0.233  -0.020
69 S -3.879 -2.636 3.161  -0.166
70 N 2.255 2.051 1.728  0.076
71 C 1.208 1.497 2.510  -0.716
72 N 0.565 0.179 2.163  -0.032
73 C 0.366 -0.561 3.375  -0.288
74 C -0.359 -1.734 3.472  -0.054
75 C -0.503 -2.352 4.710  -0.087
76 C 0.068 -1.808 5.848  -0.103
77 C 0.781 -0.617 5.767  -0.121
78 C 0.918 -0.007 4.534  -0.483
79 S 1.758 1.493 4.232  1.043
80 H 2.006 2.118 0.746  0.041
81 H 3.084 1.472 1.814  0.059
82 H -0.829 -2.154 2.598  -0.016
83 H -1.111 -3.243 4.769  0.086
84 H -0.057 -2.295 6.807  0.092
85 H 1.214 -0.164 6.650  0.097
86 C -3.487 3.759 3.809  -0.170
87 Si -2.010 2.725 4.345  0.553
88 C -2.518 1.572 5.738  -0.164
89 C -0.773 3.950 5.081  -0.187
90 C -1.467 1.558 2.920  -0.241
91 C -0.198 1.542 2.092  -0.359
92 H -3.702 4.510 4.572  0.026
93 H -4.378 3.151 3.658  0.026
94 H -3.287 4.277 2.869  0.029
95 H -2.993 2.127 6.551  0.027
96 H -1.630 1.074 6.137  0.023
97 H -3.201 0.790 5.407  0.028
98 H -0.785 3.840 6.168  0.026
99 H -1.075 4.971 4.846  0.015
100 H 0.249 3.809 4.744  -0.012

Name the least stable of them. version 2.

Version 1
The following is a quantum chemistry calculation of a molecular structure, C3H7I2N2, from the Open Molecules 2025 dataset.

frontier orbital gap	9.026	eV
LUMO energy	-4.36	eV
charge	+1

Last column: Löwdin charge in e.
Atoms and positions in Å:
1 C 1.314 -1.751 0.264  -0.845
2 C -0.860 0.711 -0.332  -0.015
3 C 0.874 -0.854 -0.860  -0.822
4 N 1.400 -1.210 1.424  0.100
5 N 0.555 0.457 -0.314  -0.093
6 I 1.747 -3.741 -0.443  0.904
7 I 2.472 -0.657 -2.268  0.970
8 H -1.363 -0.110 0.113  0.100
9 H -1.253 1.517 0.312  0.136
10 H -1.168 0.591 -1.302  0.085
11 H 0.093 -1.359 -1.269  0.045
12 H 1.839 -1.770 2.170  0.109
13 H 1.112 1.282 -0.730  0.181
14 H 0.918 0.224 0.703  0.145

Version 2
The following is a quantum chemistry calculation of 2 unconnected molecules or ions with the total composition C3H7I2N2, from the Open Molecules 2025 dataset.

frontier orbital gap	6.885	eV
LUMO energy	-5.64	eV
charge	+1

Last column: Löwdin charge in e.
Atoms and positions in Å:
1 C 0.713 -1.130 -0.669  -0.082
2 C 0.501 -0.571 -1.942  -0.006
3 C 0.301 1.364 1.642  -0.258
4 N -0.187 1.108 0.338  -0.686
5 N 1.087 -1.672 0.297  0.353
6 I -2.059 1.226 -0.093  0.989
7 I -3.523 -1.199 0.242  0.058
8 H -0.397 0.162 -1.732  0.044
9 H 1.370 -0.053 -2.349  0.137
10 H 0.140 -1.279 -2.580  0.078
11 H -0.006 0.497 2.233  0.084
12 H 1.265 1.434 1.319  0.057
13 H -0.094 2.220 2.076  0.054
14 H 0.889 -2.107 1.218  0.179

Name the least stable of them. version 2.